28
Properties=species:S:1:pos:R:3:forces:R:3:lowdin_charge:R:1 method="wB97M-V/def2-TZVPD" max_force_ev_per_a=0.39 total_charge=+1 e_homo_ha="-0.4816 / -0.5018" homo_lumo_gap_ev="10.19 / 7.24" spin_multiplicity=3 energy_ev=-31222.057
H 3.9208 -0.4152 0.2614 -0.3233 0.0404 0.0781 0.138
H -3.3308 0.5856 1.3026 -0.0172 -0.0187 -0.0058 0.130
H 4.9243 -0.0498 1.6229 0.0480 -0.0213 -0.0678 0.156
H 4.7734 2.1212 1.2293 -0.0276 0.0937 -0.0635 0.173
B 0.9036 -3.0400 1.1376 0.0067 -0.1544 0.0846 -1.214
H -3.8955 2.5668 -0.0665 -0.0065 -0.0016 -0.0082 0.125
H -2.2665 -1.5721 1.3561 -0.0501 0.0211 -0.0076 0.152
C -1.9373 -0.3763 -1.7100 0.0005 0.0407 0.0043 0.031
F 0.4785 -1.7709 1.9061 -0.0693 0.0891 -0.0690 -0.138
C -3.3575 1.7360 -0.5009 0.0225 -0.0018 -0.0040 -0.031
H -1.3860 -1.2054 -2.1349 -0.0029 -0.0074 0.0077 0.134
N 4.2127 0.2522 0.9686 0.3571 -0.0989 -0.1086 0.154
C -2.2518 0.7315 -2.4423 -0.0001 -0.0074 0.0093 -0.029
H -1.9508 0.8018 -3.4780 -0.0146 -0.0062 -0.0049 0.125
N 4.1506 1.5301 0.6863 -0.1393 0.0248 0.3333 0.109
C -3.0510 0.6453 0.2586 -0.0121 0.0028 -0.0660 0.025
C 2.8979 2.2727 0.1686 0.1949 -0.0126 -0.2731 -0.638
F 0.2454 -2.9108 -0.1004 -0.0282 -0.0082 0.0017 0.089
H -1.4520 -2.2615 0.0009 0.0835 0.0561 0.0225 0.113
O 1.9064 1.5315 -0.0631 -0.0018 -0.1382 0.0346 -0.161
N -2.0429 -1.5148 0.3716 -0.0445 -0.0588 0.0604 0.264
C -2.9692 1.7854 -1.8519 -0.0134 0.0172 -0.0057 0.008
F 2.2621 -2.9255 0.9905 0.0297 0.0305 -0.0054 0.142
H -3.2276 2.6505 -2.4473 0.0171 0.0107 0.0105 0.125
Au 1.2261 -0.0883 0.9653 -0.0519 0.1452 -0.0434 0.919
F 0.4490 -4.0719 1.8793 0.0524 0.0396 -0.0941 0.208
C -2.3418 -0.4435 -0.3393 0.0376 -0.0604 0.0633 -0.260
O 3.1098 3.4356 0.0288 -0.0472 -0.0159 0.1167 0.153



84
Properties=species:S:1:pos:R:3:forces:R:3:lowdin_charge:R:1 method="wB97M-V/def2-TZVPD" max_force_ev_per_a=0.46 total_charge=-1 e_homo_ha="-0.1553 / -0.1600" homo_lumo_gap_ev="6.46 / 6.59" spin_multiplicity=3 energy_ev=-328892.965
H 2.0688 2.1278 5.0611 -0.0488 -0.0324 -0.0226 0.072
H -1.3079 -4.2829 -2.4241 0.0560 0.0385 -0.0097 0.088
C -1.3563 2.5072 -1.2605 -0.0716 0.0487 0.0877 -0.219
H 1.5976 -4.5800 -3.1505 -0.0048 -0.0164 0.0558 0.074
H 3.6726 0.8718 -3.6487 -0.0029 -0.0278 0.0234 0.075
C 1.3680 -4.6520 -2.0837 0.0174 -0.0647 -0.0314 -0.073
H -4.5481 3.7184 -0.9440 0.0449 0.0136 -0.0237 0.083
C -0.7139 3.5138 -2.0060 -0.0648 0.0615 -0.0946 0.022
O -1.7131 -1.1742 1.7613 -0.3267 -0.2152 0.2480 -0.301
H -2.7286 2.6521 1.1678 -0.0152 -0.0359 -0.0129 0.090
H -0.3275 -0.6907 4.7970 0.0161 0.0125 -0.0234 0.083
H 0.1429 -1.2673 3.1971 -0.0083 0.0242 -0.0021 0.072
C 3.1379 1.5402 2.5531 0.0005 -0.0220 0.1805 0.007
C 2.8700 -0.7086 -2.4243 -0.0477 -0.0442 0.0464 -0.267
H 3.7910 1.8321 3.3620 -0.0523 -0.0230 -0.0665 0.107
N 2.0312 -0.1453 -1.5351 -0.0165 0.0661 -0.0356 0.029
C 1.7621 3.9165 -2.6580 -0.0382 -0.0528 0.0256 -0.025
H 0.7057 1.2846 5.8222 0.0379 0.0185 -0.0508 0.082
C -5.1024 -2.9619 0.2095 0.1135 0.0648 0.0118 -0.765
H -3.0595 0.4085 -1.8690 -0.0098 0.1959 -0.0229 0.037
C 4.0122 0.0111 -3.0692 -0.0648 -0.0119 0.0328 -0.025
C 3.3278 1.7891 1.2183 -0.0734 -0.0279 -0.0842 -0.274
H 0.8022 -5.5742 -1.9265 0.0341 0.0375 -0.0205 0.083
C -3.7409 -2.3793 2.1096 -0.0607 -0.0392 0.0478 -0.632
H 1.3751 4.7996 -3.1657 0.0089 -0.0143 0.0071 0.076
H -1.3655 -2.5301 -2.1775 0.1586 -0.0975 -0.0551 0.038
C 0.6255 3.1875 -2.0139 -0.0655 -0.0283 0.0582 -0.267
C -2.8002 -1.7515 1.3000 0.1549 0.0701 0.1721 -0.439
N -0.4402 1.6369 -0.8404 0.1614 -0.0177 -0.1276 0.027
H -3.2946 1.7481 -3.0169 -0.0275 -0.0277 0.0653 0.088
Pt -0.4593 -0.2958 0.2804 0.2582 0.1543 -0.0201 1.239
C -3.4852 3.7766 -1.1927 -0.0492 0.0563 -0.0157 -0.073
H 2.9795 1.8707 -1.4757 -0.0611 -0.0378 0.0202 0.106
C 4.4597 2.5103 0.5589 -0.0386 -0.0247 -0.0089 -0.027
C 0.1199 -3.7147 -0.1543 0.0738 0.0095 -0.0261 -0.039
H -3.0226 4.5327 -0.5505 -0.0308 -0.0566 -0.0355 0.087
H 4.9912 1.8707 -0.1480 -0.0181 0.0107 0.0198 0.073
C 0.0387 -0.3772 3.8152 -0.0016 -0.0053 0.0266 -0.085
C 2.4730 -2.0184 -2.5894 0.0097 -0.0799 -0.1005 0.022
C 2.3791 -0.5653 4.6384 -0.0126 -0.0392 0.0064 -0.051
C 1.3518 -2.1942 -1.7564 0.0174 -0.0891 0.0682 -0.219
C -3.4727 1.4118 -1.9892 -0.0159 0.0036 -0.0816 -0.045
H -1.1641 4.3704 -2.4837 0.0415 -0.0855 0.0591 0.103
H 4.7304 0.3746 -2.3321 -0.0229 -0.0131 -0.0072 0.072
O -2.1171 -1.1304 -0.8430 -0.3368 -0.1763 -0.1590 -0.290
H -4.2197 1.8745 0.5938 0.0336 0.0437 -0.0199 0.091
C -3.1387 1.9426 0.4429 0.0443 0.0652 -0.0189 -0.039
H -0.7278 0.2440 3.3550 0.0164 -0.0184 -0.0066 0.072
H -0.4408 -3.2065 -3.5395 -0.0326 -0.0204 0.0679 0.088
H 2.2761 3.2952 -3.3940 -0.0231 0.0078 0.0271 0.075
B 2.0614 1.2887 -0.9712 -0.0604 -0.0488 0.1224 -0.512
H 4.5281 -0.6731 -3.7424 -0.0074 0.0134 0.0104 0.076
C -3.0127 -1.7245 -0.1064 -0.0110 0.0120 -0.1858 -0.448
N 0.7649 2.0526 -1.3038 0.0406 -0.0402 -0.0534 0.029
H -4.5554 1.3557 -1.8292 0.0602 0.0307 -0.0097 0.088
C 0.5278 -3.4621 -1.6102 -0.0092 0.0843 0.0527 -0.532
Br -6.1370 -3.8264 2.7371 0.0386 0.0247 -0.0212 0.659
C -2.8476 2.3985 -0.9914 0.0772 -0.0605 0.0333 -0.532
C 1.1344 1.5951 4.8640 -0.0395 0.0094 0.0095 -0.051
H -0.4888 -2.9076 0.2445 -0.0196 0.0107 0.0249 0.035
N 1.1070 -1.0487 -1.1233 0.0527 0.1711 -0.1096 0.027
H 2.3090 -4.7272 -1.5298 -0.0673 0.0061 -0.0288 0.087
H 1.9818 -0.9303 5.5909 0.0296 0.0310 -0.0493 0.082
C -4.1606 -2.3315 -0.6180 -0.0360 -0.0138 -0.0632 -0.619
N 2.2818 1.2557 0.5560 -0.0738 -0.0364 -0.0602 0.024
C -4.8939 -2.9874 1.5812 0.1572 0.0904 -0.0109 -0.768
H 2.5808 -1.4283 3.9992 -0.0048 0.0248 0.0364 0.089
H 5.1639 2.8363 1.3232 0.0044 0.0025 0.0002 0.076
H 1.0019 -3.8252 0.4836 -0.0400 0.0070 -0.0084 0.090
H -0.4726 -4.6320 -0.0933 0.0519 0.0114 -0.0229 0.091
H -3.4039 4.1067 -2.2321 -0.0122 -0.0052 0.0588 0.074
Br -4.3660 -2.2501 -2.5018 -0.0923 -0.0563 0.0269 0.753
C -0.7257 -3.3569 -2.4919 -0.0076 -0.0088 -0.0838 -0.045
C 1.3534 0.3640 3.9708 0.0051 0.0101 -0.0658 -0.550
H 2.5041 4.2388 -1.9253 -0.0225 -0.0117 -0.0066 0.072
H 3.3263 -0.0549 4.8331 -0.0525 -0.0210 -0.0213 0.072
C 1.9237 0.8309 2.6469 0.1071 0.0715 -0.1116 -0.234
H -2.7189 0.9623 0.6523 0.0042 -0.0303 0.0190 0.035
H 2.9369 -2.7482 -3.2349 -0.0467 0.0655 0.0746 0.103
H 4.1161 3.3894 0.0107 0.0015 -0.0233 0.0163 0.073
H 0.4386 2.2900 4.3875 0.0223 -0.0225 0.0323 0.089
Br -6.6392 -3.7666 -0.5515 0.0523 0.0281 0.0198 0.663
N 1.4086 0.6617 1.4251 0.2829 0.1353 0.2469 0.061
Br -3.3718 -2.3642 3.9689 -0.0414 -0.0190 -0.0463 0.733